The following is a DFT calculation (wB97M-V/def2-TZVPD) of a cluster of 2 separate species, C4H11N2 in total.

## Properties
charge	+1
gap between HOMO and LUMO (spin up / spin down)	8.126 / 5.004	eV
energy above the lowest of the compared OMol25 structures with the same formula, charge and spin	698.2	kJ/mol
HOMO (spin up / spin down)	-14.27 / -12.70	eV
DFT total energy	-7293.7121	eV

The geometry in XYZ format:
```
17
Properties=species:S:1:pos:R:3:nbo_charge:R:1
C -0.42 -1.47 2.17 -0.02
C -1.57 0.53 1.47 -0.45
C 2.02 -0.11 -1.11 -0.50
C -0.07 0.80 -1.94 -0.53
N -0.67 -0.57 1.40 -0.22
N 0.70 0.40 -0.96 -0.03
H 0.10 -2.42 2.04 0.21
H -0.81 -1.70 3.15 0.20
H -1.07 1.44 1.02 0.24
H -2.50 0.25 0.78 0.24
H -2.00 0.65 2.40 0.23
H 2.11 -0.86 -0.37 0.27
H 2.36 -0.34 -2.12 0.23
H 2.78 0.64 -0.65 0.29
H 0.44 1.44 -2.73 0.30
H -0.40 0.05 -2.82 0.31
H -1.02 1.26 -1.73 0.24
```